{
  "formula": "C3H5P",
  "method": "ωB97M-V/def2-TZVPD",
  "species": ["C", "C", "C", "P", "H", "H", "H", "H", "H"],
  "positions_angstrom": [[-0.759919, -0.593685, -0.269171], [0.149224, 0.675138, -0.064289], [0.722878, 1.197026, 0.972101], [1.752597, 1.757536, 2.124094], [-0.702423, -1.195382, 0.603391], [-1.874191, -0.440128, -0.519431], [-0.257238, -1.315250, -1.055018], [0.183120, 1.198335, -1.131936], [2.808059, 0.767285, 1.825829]],
  "atomic_forces_ev_per_a": [[0.7, -0.4, -1.0], [-2.2, -0.2, -3.8], [0.8, -0.4, 0.0], [0.2, -0.7, 0.0], [-0.3, -0.4, 1.1], [1.9, 0.2, 0.2], [-1.1, 1.8, 1.1], [0.5, -0.6, 2.5], [-0.6, 0.7, 0.1]],
  "mulliken_charge": [-0.898, 0.097, -0.063, -0.222, 0.324, 0.257, 0.255, 0.227, 0.022],
  "e_lumo_ha": 0.008,
  "relative_energy_kcal_mol": 16.2,
  "homo_lumo_gap_ev": 9.407,
  "smiles": "CC=C=P",
  "charge": 0,
  "energy_ev": -12477.9346,
  "spin_multiplicity": 1
}

---

{
  "formula": "C3H5P",
  "method": "ωB97M-V/def2-TZVPD",
  "species": ["P", "C", "C", "C", "H", "H", "H", "H", "H"],
  "positions_angstrom": [[-2.304846, 0.035492, 0.058245], [-0.684074, -0.219355, -0.054112], [0.568645, -0.990257, 0.041139], [0.769833, 0.535991, 0.045675], [-2.213169, 1.491488, -0.061460], [0.650012, -1.580400, 0.969993], [0.964882, -1.430112, -0.762137], [1.089602, 0.888790, -0.947086], [1.159114, 1.268365, 0.709742]],
  "atomic_forces_ev_per_a": [[0.1, 0.6, -0.4], [2.9, 2.0, 0.4], [-1.4, 1.9, 4.1], [-2.2, -1.5, -2.6], [-0.1, -0.8, 0.2], [0.2, 0.4, -0.4], [1.2, -1.9, -3.1], [-0.3, -0.4, 0.2], [-0.4, -0.2, 1.5]],
  "mulliken_charge": [-0.242, 0.142, -0.300, -0.578, 0.008, 0.219, 0.247, 0.202, 0.303],
  "e_lumo_ha": 0.018,
  "relative_energy_kcal_mol": 25.8,
  "homo_lumo_gap_ev": 9.617,
  "smiles": "P=C1CC1",
  "charge": 0,
  "energy_ev": -12477.5186,
  "spin_multiplicity": 1
}

---

{
  "formula": "C3H5P3",
  "method": "ωB97M-V/def2-TZVPD",
  "species": ["C", "C", "C", "P", "P", "P", "H", "H", "H", "H", "H"],
  "positions_angstrom": [[-0.639929, -0.150513, 1.522964], [-1.013066, 0.531863, -1.349716], [1.664441, -0.350744, -0.398669], [-2.175146, 0.506538, 1.892279], [-3.055108, 0.967984, 0.121270], [-0.142869, -0.293226, -0.242871], [0.007379, -0.647891, 2.254484], [-0.991902, 0.386519, -2.363824], [2.202980, -1.301373, -0.826989], [2.253903, -0.093511, 0.508620], [1.889317, 0.444353, -1.117547]],
  "atomic_forces_ev_per_a": [[0.4, -0.7, -2.3], [-0.9, -0.3, 3.3], [2.5, -0.8, -0.4], [0.4, 0.3, 1.2], [0.0, 0.0, -1.3], [0.2, -0.3, 1.6], [-0.2, 0.3, -0.2], [-0.1, 0.2, -2.4], [-1.6, 1.5, 0.8], [-0.7, -0.1, -0.3], [0.0, -0.1, 0.0]],
  "mulliken_spin": [0.395, 0.580, 0.066, -0.050, 1.077, -0.005, -0.006, -0.026, -0.015, 0.003, -0.017],
  "e_lumo_ha": [-0.019, -0.075],
  "relative_energy_kcal_mol": 55.7,
  "homo_lumo_gap_ev": [5.558, 6.682],
  "s2": 2.061,
  "charge": 0,
  "energy_ev": -31052.0881,
  "spin_multiplicity": 3
}

---

{
  "formula": "C3H6AlO3",
  "method": "ωB97M-V/def2-TZVPD",
  "species": ["C", "C", "O", "C", "O", "Al", "H", "H", "H", "H", "H", "O", "H"],
  "positions_angstrom": [[0.646015, -1.083425, -2.162394], [1.661672, 0.018477, -2.160167], [1.043407, 1.315213, -2.308816], [1.799642, 2.389697, -2.318090], [0.906078, 3.358250, -2.464927], [-0.828965, 2.041157, -2.420826], [1.010529, -1.868990, -2.837120], [-0.357327, -0.702742, -2.399918], [2.416048, -0.094963, -2.944317], [1.304819, 4.235390, -2.543254], [2.054135, -0.043898, -1.064834], [0.691489, -1.639763, -0.781264], [-0.049696, -1.290124, -0.279512]],
  "atomic_forces_ev_per_a": [[0.3, -1.1, 2.3], [2.0, -2.1, 2.2], [-0.6, 1.5, -0.2], [-0.2, 0.4, -0.2], [-0.1, -0.9, 0.1], [0.1, 0.2, -0.1], [-0.7, 0.1, 0.1], [-0.2, -0.4, -0.3], [-0.1, 0.4, 0.3], [0.1, 1.0, 0.0], [-0.1, 0.5, -2.2], [-0.4, 0.6, -2.2], [-0.2, -0.2, 0.2]],
  "mulliken_spin": [0.000, 0.014, 0.192, 0.210, 0.077, 0.498, -0.001, 0.008, 0.002, -0.003, -0.001, 0.006, 0.000],
  "e_lumo_ha": [-0.399, -0.519],
  "relative_energy_kcal_mol": 0.0,
  "homo_lumo_gap_ev": [7.827, 4.519],
  "s2": 0.756,
  "charge": 2,
  "energy_ev": -15924.0386,
  "spin_multiplicity": 2
}